Record 1
A molecular structure, C22H25AsBN8O6RhS, computed with ωB97M-V/def2-TZVPD.

Results
- Calculated total energy: -122775.77070 eV
- ΔE to the lowest compared entry with this formula, charge and spin: 71.83 kJ/mol
- Net charge: +1
- Multiplicity: 6
- <S²>: 8.7711
- Frontier orbital gap (alpha / beta): 8.6 / 4.3 eV
- Molecular weight: 718.20 Da
- HOMO energy (alpha / beta): -0.4323 / -0.4351 Ha

Last column: Löwdin charge in e.
CARTESIAN COORDINATES (ANGSTROEM)
Rh -0.3206 0.0685 0.2987  1.38
As -2.6048 -2.2037 1.1214  0.94
S -3.0473 1.0119 0.0329  0.51
O -2.5188 -0.2302 -0.5825  -0.43
O -2.4349 -3.2347 2.5396  -0.24
O -1.8511 1.7374 0.5561  -0.37
O -0.9364 -1.6400 1.0323  -0.53
O -3.9132 1.8081 -0.7729  -0.24
O -3.1270 -3.0722 -0.1378  -0.41
N 0.1171 1.2886 -1.5645  0.01
N 2.5618 3.8349 -0.1031  0.10
N 0.9807 2.5526 1.3104  0.02
N 1.9341 5.0891 -0.4200  0.20
N 0.6859 2.4931 -1.2525  0.02
N 2.5602 1.2532 -0.1821  0.02
N 0.4825 1.4117 1.8505  -0.01
N 1.9232 0.0855 0.0474  -0.01
C -1.2606 0.3161 -3.3837  0.00
C 3.7552 4.0185 0.3117  0.03
C 3.8428 0.9754 -0.5301  -0.06
C -5.3384 0.9896 3.2965  -0.05
C -4.7323 1.3552 2.1056  -0.04
C 0.7406 3.5751 2.1572  -0.05
C -5.1165 -0.2713 3.8301  -0.05
C 2.4769 7.4786 -0.4110  0.01
C -0.5682 1.4494 -2.6968  -0.31
C -0.0944 1.7219 3.0117  -0.31
C 0.0736 3.0916 3.2554  0.01
C 2.3529 -2.3301 0.0886  -0.01
C 2.7815 -0.9109 -0.1075  -0.30
C 2.7990 6.0383 -0.2022  -0.29
C 0.3481 3.3960 -2.2016  -0.05
C -3.6735 -0.8315 1.9850  -0.23
C -0.7600 0.6854 3.8509  0.00
C -0.4373 2.7732 -3.1333  0.01
C -4.2973 -1.1839 3.1798  -0.07
C -3.8997 0.4482 1.4638  -0.27
C 4.0308 -0.3809 -0.4731  0.01
C 4.0108 5.4515 0.2653  0.17
B 1.6897 2.5295 -0.0729  -0.60
H 4.9359 5.9559 0.5162  0.14
H 1.9419 7.8708 0.4546  0.10
H 1.6509 -2.6347 -0.6895  0.09
H -4.1430 -2.1702 3.5893  0.10
H 1.8404 7.6052 -1.2836  0.10
H -0.1128 0.3962 4.6797  0.09
H 4.3872 3.2177 0.6630  0.15
H -0.8680 3.2062 -4.0213  0.12
H -1.6813 0.6523 -4.3280  0.09
H -0.9761 -0.2083 3.2704  0.05
H 3.2096 -2.9985 0.0573  0.09
H 4.5414 1.7336 -0.8381  0.11
H -1.6905 1.0700 4.2671  0.09
H -5.9887 1.6899 3.8048  0.11
H 1.8477 -2.4500 1.0468  0.08
H -0.2619 3.6468 4.1166  0.12
H -5.5947 -0.5563 4.7592  0.11
H -2.2559 -4.1314 2.2247  0.06
H 4.9367 -0.9229 -0.6904  0.12
H 0.6930 4.4148 -2.1584  0.10
H -4.9078 2.3255 1.6569  0.12
H -2.0613 -0.0940 -2.7761  0.06
H -0.5527 -0.4899 -3.5808  0.09
H 1.0480 4.5842 1.9330  0.12
H 3.3862 8.0626 -0.5389  0.09


Record 2
A molecular structure, C22H25BrClN5O5PRhS, computed with ωB97M-V/def2-TZVPD.

Results
- Calculated total energy: -146595.21015 eV
- ΔE to the lowest compared entry with this formula, charge and spin: 66.96 kJ/mol
- Net charge: +2
- Multiplicity: 1
- Frontier orbital gap: 7.6 eV
- Molecular weight: 720.78 Da
- HOMO energy: -0.4760 Ha

Last column: Löwdin charge in e.
CARTESIAN COORDINATES (ANGSTROEM)
Rh -0.3920 -0.1230 -0.5651  0.92
Br -2.0041 2.3511 1.0382  0.90
Cl -0.4845 -0.4250 -2.8820  0.24
S 1.7563 1.5413 -1.2161  0.62
P -3.8375 -0.1957 -1.0194  0.42
O -4.7019 -1.2499 -1.6515  -0.32
O -2.5115 -0.5306 -0.4295  -0.45
O 0.3927 2.0309 -0.9236  -0.43
O 0.2881 1.1299 5.4429  0.13
O 2.2355 1.5449 -2.5574  -0.26
N -6.2471 -0.2704 0.2052  0.14
N -0.2711 0.2017 1.4777  -0.09
N 0.0459 -2.0706 -0.4788  -0.06
N 1.5653 0.0509 -0.5849  -0.25
N -3.3414 0.3109 -3.5809  0.10
C -0.3411 -4.4067 -0.4937  -0.01
C -0.7792 -3.0817 -0.3349  -0.08
C 2.5645 2.6038 1.1449  -0.05
C 4.0828 2.8335 -0.7390  -0.04
C 4.9814 3.5001 0.0815  -0.04
C 0.9603 -4.6476 -0.8360  0.04
C -0.8811 1.2371 2.0666  -0.68
C -3.6140 1.0803 -2.3265  -0.19
C 0.1395 0.7846 4.1677  -0.29
C 0.7863 -0.2943 3.5659  0.04
C 2.8882 2.3904 -0.1916  -0.29
C 2.1935 -1.1422 -0.9526  -0.27
C 1.3664 -2.2760 -0.8069  -0.18
C 0.5560 -0.5383 2.2358  -0.08
C 3.2152 -3.7232 -1.3986  -0.01
C 3.4678 3.2720 1.9496  -0.05
C 3.9972 -2.6141 -1.5655  -0.03
C -0.7142 1.5664 3.3906  -0.03
C 4.6749 3.7165 1.4166  -0.04
C 3.4958 -1.3149 -1.3378  0.02
C -4.9599 0.5117 0.2900  -0.18
C 1.8649 -3.5732 -1.0110  -0.13
H 4.1409 -0.4557 -1.4655  0.12
H 3.2341 3.4583 2.9891  0.11
H -4.0070 -0.4661 -3.6583  0.14
H -6.0568 -0.9808 -0.5592  0.12
H -2.7695 1.7406 -2.1355  0.09
H -2.3636 -0.0815 -3.5051  -0.03
H -1.0499 -5.2108 -0.3625  0.12
H 3.6105 -4.7149 -1.5717  0.13
H -1.2184 2.4165 3.8257  0.13
H -3.3897 0.8953 -4.4155  0.17
H -1.8054 -2.8344 -0.1075  0.11
H -6.4740 -0.7517 1.0745  0.17
H -4.5101 0.3590 1.2680  0.09
H -7.0493 0.3042 -0.0494  0.17
H -4.5238 1.6634 -2.4605  0.11
H 1.4656 -0.9281 4.1199  0.14
H 0.8957 0.5440 5.9123  0.14
H 1.0556 -1.3525 1.7303  0.12
H -5.1620 1.5736 0.1712  0.10
H 4.2923 2.6663 -1.7866  0.12
H 1.6148 2.2625 1.5364  0.09
H 5.9166 3.8570 -0.3268  0.12
H 1.3109 -5.6609 -0.9865  0.13
H 5.3774 4.2427 2.0487  0.12
H 5.0270 -2.7262 -1.8756  0.12


Copy entry 1 word for word.
A molecular structure, C22H25AsBN8O6RhS, computed with ωB97M-V/def2-TZVPD.

Results
- Calculated total energy: -122775.77070 eV
- ΔE to the lowest compared entry with this formula, charge and spin: 71.83 kJ/mol
- Net charge: +1
- Multiplicity: 6
- <S²>: 8.7711
- Frontier orbital gap (alpha / beta): 8.6 / 4.3 eV
- Molecular weight: 718.20 Da
- HOMO energy (alpha / beta): -0.4323 / -0.4351 Ha

Last column: Löwdin charge in e.
CARTESIAN COORDINATES (ANGSTROEM)
Rh -0.3206 0.0685 0.2987  1.38
As -2.6048 -2.2037 1.1214  0.94
S -3.0473 1.0119 0.0329  0.51
O -2.5188 -0.2302 -0.5825  -0.43
O -2.4349 -3.2347 2.5396  -0.24
O -1.8511 1.7374 0.5561  -0.37
O -0.9364 -1.6400 1.0323  -0.53
O -3.9132 1.8081 -0.7729  -0.24
O -3.1270 -3.0722 -0.1378  -0.41
N 0.1171 1.2886 -1.5645  0.01
N 2.5618 3.8349 -0.1031  0.10
N 0.9807 2.5526 1.3104  0.02
N 1.9341 5.0891 -0.4200  0.20
N 0.6859 2.4931 -1.2525  0.02
N 2.5602 1.2532 -0.1821  0.02
N 0.4825 1.4117 1.8505  -0.01
N 1.9232 0.0855 0.0474  -0.01
C -1.2606 0.3161 -3.3837  0.00
C 3.7552 4.0185 0.3117  0.03
C 3.8428 0.9754 -0.5301  -0.06
C -5.3384 0.9896 3.2965  -0.05
C -4.7323 1.3552 2.1056  -0.04
C 0.7406 3.5751 2.1572  -0.05
C -5.1165 -0.2713 3.8301  -0.05
C 2.4769 7.4786 -0.4110  0.01
C -0.5682 1.4494 -2.6968  -0.31
C -0.0944 1.7219 3.0117  -0.31
C 0.0736 3.0916 3.2554  0.01
C 2.3529 -2.3301 0.0886  -0.01
C 2.7815 -0.9109 -0.1075  -0.30
C 2.7990 6.0383 -0.2022  -0.29
C 0.3481 3.3960 -2.2016  -0.05
C -3.6735 -0.8315 1.9850  -0.23
C -0.7600 0.6854 3.8509  0.00
C -0.4373 2.7732 -3.1333  0.01
C -4.2973 -1.1839 3.1798  -0.07
C -3.8997 0.4482 1.4638  -0.27
C 4.0308 -0.3809 -0.4731  0.01
C 4.0108 5.4515 0.2653  0.17
B 1.6897 2.5295 -0.0729  -0.60
H 4.9359 5.9559 0.5162  0.14
H 1.9419 7.8708 0.4546  0.10
H 1.6509 -2.6347 -0.6895  0.09
H -4.1430 -2.1702 3.5893  0.10
H 1.8404 7.6052 -1.2836  0.10
H -0.1128 0.3962 4.6797  0.09
H 4.3872 3.2177 0.6630  0.15
H -0.8680 3.2062 -4.0213  0.12
H -1.6813 0.6523 -4.3280  0.09
H -0.9761 -0.2083 3.2704  0.05
H 3.2096 -2.9985 0.0573  0.09
H 4.5414 1.7336 -0.8381  0.11
H -1.6905 1.0700 4.2671  0.09
H -5.9887 1.6899 3.8048  0.11
H 1.8477 -2.4500 1.0468  0.08
H -0.2619 3.6468 4.1166  0.12
H -5.5947 -0.5563 4.7592  0.11
H -2.2559 -4.1314 2.2247  0.06
H 4.9367 -0.9229 -0.6904  0.12
H 0.6930 4.4148 -2.1584  0.10
H -4.9078 2.3255 1.6569  0.12
H -2.0613 -0.0940 -2.7761  0.06
H -0.5527 -0.4899 -3.5808  0.09
H 1.0480 4.5842 1.9330  0.12
H 3.3862 8.0626 -0.5389  0.09